The following is a DFT calculation (ωB97M-V/def2-TZVPD) of a structure of composition C6H10N2O in a non-equilibrium geometry.

ORCA input file:
```
! wB97M-V def2-TZVPD RIJCOSX def2/J DEFGRID3
* xyz 0 1
C -1.445 -0.806 1.125
N -0.678 -0.371 -0.049
N -1.424 -0.600 -1.244
C -0.046 0.986 0.115
C -0.053 1.858 -0.951
H -1.585 0.328 -1.645
H -0.782 -1.097 -1.870
H -0.274 1.395 1.093
H -2.335 -0.185 1.230
H -0.820 -0.711 2.014
H -1.737 -1.843 0.978
H 0.224 1.523 -1.942
H 0.176 2.892 -0.746
C 0.854 -1.325 -0.151
C 1.674 0.143 0.448
C 2.738 0.544 0.875
O 1.036 -1.697 -1.285
H 0.834 -1.968 0.739
H 3.643 0.933 1.266
*
```

As for the HOMO energy: -0.298 Ha. The total energy is -11405.0802 eV. The calculation puts the frontier orbital gap at 8.003 eV. The energy above the lowest of the compared OMol25 structures with the same formula, charge and spin is 7.008 eV. As for the largest force on an atom: 0.0657 Eh/bohr. The molar mass comes out at 126.159 Da.